# 1
Entry from OMol25: a cluster of 12 separate species, C51H74F5N7O7 in total in a non-equilibrium geometry (ωB97M-V with the def2-TZVPD basis set).

The calculation puts the lowest unoccupied orbital energy at -0.136 eV. The value obtained for the strongest force on any atom is 3.766 eV/Å. For the gap between HOMO and LUMO, the calculation gives 0.3073 Ha. As for the SMILES: Fc1ccccc1.Fc1ccccc1.Fc1ccccc1.Fc1ccccc1.Fc1ccccc1.CNC(C)=O.CNC(C)=O.CNC(C)=O.CNC(C)=O.CNC(C)=O.CNC(C)=O.CNC(C)=O.

Each line ends with the Mulliken charge.
Cartesian coordinates (Å):
F: 5.756 1.403 1.778  -0.374
F: -7.095 2.057 2.927  -0.334
F: 5.405 -2.081 -4.908  -0.292
F: -3.136 -1.804 2.224  0.003
F: 0.869 -3.238 -7.685  -0.352
O: 0.433 -1.142 1.595  -0.381
O: 2.980 2.796 4.496  -0.681
O: 4.184 -3.462 3.482  -0.720
O: -0.655 1.070 -2.569  -0.788
O: -0.948 -0.962 7.197  -0.715
O: -0.556 4.263 1.445  -0.637
O: -2.990 -3.011 -4.392  -0.565
N: 0.032 2.156 -4.501  -0.075
N: -2.133 -0.566 5.253  0.067
N: -3.500 -3.121 -2.227  0.007
N: 2.904 -1.678 3.144  0.380
N: 1.778 4.218 3.296  0.273
N: -1.527 5.021 -0.476  -0.117
N: 0.282 -0.831 -0.696  1.769
C: -1.738 -3.678 2.135  -0.254
C: -3.574 -3.521 -3.487  0.655
C: -2.914 -3.092 2.553  0.262
C: 0.224 6.330 0.521  -1.223
C: 2.024 -3.933 2.677  -0.326
C: 3.892 4.233 0.269  -0.623
C: -6.327 1.932 1.831  0.308
C: 2.386 -4.030 -5.972  -0.788
C: -2.535 3.961 -0.618  -0.821
C: -1.022 0.525 0.719  0.003
C: 1.126 -3.591 -6.409  0.575
C: -6.344 2.900 0.876  -0.537
C: -4.823 1.571 -0.440  -0.527
C: -1.054 -1.039 5.931  0.413
C: 3.108 -3.006 3.146  0.534
C: 4.803 2.150 1.101  0.293
C: 5.100 -0.825 -4.420  -0.183
C: 0.131 -4.050 -4.334  -0.169
C: -3.810 -3.775 3.307  -0.388
C: 0.079 -1.579 4.993  -0.047
C: -4.729 0.680 0.573  0.203
C: -3.573 -5.051 3.764  -0.673
C: 3.470 0.666 -3.567  -0.362
C: -2.748 -1.973 -1.764  0.546
C: 2.383 5.455 3.666  -0.994
C: -5.479 0.823 1.683  -0.581
C: -4.529 -4.663 -3.772  -1.288
C: 2.663 2.181 -0.008  0.734
C: 3.816 -0.614 -4.029  0.157
C: -0.507 1.150 -3.776  0.220
C: -1.131 0.047 -4.547  -0.516
C: -2.320 -5.632 3.428  -0.590
C: 2.490 -4.497 -4.665  -0.552
C: 6.092 0.122 -4.185  -0.324
C: 2.156 3.020 3.674  0.301
C: 4.512 1.558 -3.241  -0.258
C: -5.642 2.684 -0.290  -0.519
C: 2.755 3.540 -0.190  -0.186
C: 1.230 -1.771 -1.206  -0.477
C: 4.931 3.553 0.890  -0.993
C: -3.265 0.213 5.956  -1.023
C: -0.030 -0.552 0.583  0.777
C: -0.671 5.109 0.567  0.777
C: -1.424 -4.964 2.626  -0.743
C: 5.839 1.317 -3.578  -0.867
C: 0.585 3.391 -4.057  -0.667
C: 1.378 -4.431 -3.824  -0.775
C: -0.007 -3.615 -5.618  -0.302
C: 1.359 1.869 3.080  1.152
C: 3.949 -0.759 3.709  -1.113
C: 3.687 1.513 0.641  -0.495
H: 1.950 4.142 -0.584  0.078
H: 0.054 2.043 -5.504  0.286
H: 3.217 -4.107 -6.658  0.494
H: 2.164 -1.221 2.630  -0.199
H: -2.209 -0.672 4.252  0.003
H: -0.981 -3.255 -5.913  0.570
H: 0.811 -2.446 -1.952  0.037
H: -0.250 4.035 -3.783  0.321
H: 1.940 1.214 2.432  -0.666
H: 7.095 -0.140 -4.485  0.396
H: -1.803 -1.906 -2.302  -0.305
H: -2.051 2.990 -0.511  -0.002
H: -0.748 -4.109 -3.711  0.346
H: -4.355 1.417 -1.401  0.516
H: 0.537 -2.485 5.390  0.486
H: 3.361 5.607 3.209  0.271
H: 0.670 6.646 1.464  0.149
H: -3.984 -5.602 -3.671  0.289
H: 1.754 6.208 3.191  0.361
H: 2.453 0.913 -3.298  0.363
H: -2.206 0.123 -4.382  0.197
H: 3.442 -4.891 -4.341  0.411
H: 1.018 -3.538 2.821  -0.302
H: -3.294 4.142 0.142  0.410
H: -0.153 -0.161 -1.315  -0.791
H: 5.827 4.002 1.292  0.499
H: 1.234 3.177 -3.208  0.027
H: 0.828 -0.800 4.855  -0.030
H: 2.120 -1.259 -1.573  0.140
H: -0.512 -5.496 2.402  0.445
H: -5.393 -4.646 -3.108  0.389
H: 1.560 -2.409 -0.386  -0.162
H: 1.754 1.710 -0.354  -0.045
H: 4.240 2.514 -2.818  0.392
H: 4.007 5.299 0.138  0.461
H: -0.902 0.096 -5.612  0.552
H: -5.477 0.008 2.391  0.564
H: 2.153 -4.899 3.166  0.394
H: -7.021 3.738 0.955  0.448
H: 1.126 3.952 -4.820  0.354
H: -0.394 -1.840 4.046  -0.249
H: -4.120 -0.196 0.405  0.066
H: 3.563 0.447 0.759  0.619
H: 4.628 -1.215 4.430  0.448
H: -2.526 -2.079 -0.702  -0.351
H: 4.578 -0.376 2.905  0.254
H: -4.254 0.053 5.526  0.327
H: -3.040 4.051 -1.580  0.382
H: -2.088 -6.636 3.750  0.404
H: -4.231 -5.554 4.457  0.408
H: 6.680 1.945 -3.324  0.422
H: 1.364 -4.868 -2.836  0.509
H: -0.315 7.186 0.115  0.464
H: -3.426 -0.072 6.996  0.367
H: -0.459 1.457 0.668  -0.383
H: -1.746 0.511 -0.095  0.013
H: -3.042 1.280 5.974  0.319
H: 3.443 0.087 4.174  0.379
H: -4.687 -3.304 3.726  0.362
H: 1.112 6.051 -0.047  0.223
H: -4.932 -4.483 -4.769  0.341
H: 0.669 1.320 3.722  0.053
H: 2.128 -4.061 1.600  0.271
H: 2.215 5.597 4.733  0.353
H: -1.050 -3.112 1.524  0.727
H: -3.986 -3.731 -1.585  0.272
H: -1.564 5.720 -1.203  0.268
H: -5.767 3.416 -1.074  0.416
H: 0.603 2.246 2.391  -0.383
H: 1.171 4.306 2.494  0.009
H: -1.467 0.385 1.704  0.039
H: 3.095 -1.399 -4.207  0.554
H: -0.839 -0.946 -4.207  -0.240
H: -3.343 -1.060 -1.796  0.000

Forces on the atoms, in the same order (eV/Å):
F -1.02 1.34 -1.00
F 0.09 -0.12 -0.06
F 0.11 1.23 0.21
F -0.30 0.37 -0.15
F 0.85 0.20 -0.33
O -0.47 0.71 -1.71
O 2.66 -0.24 2.21
O 0.54 -0.57 0.48
O 0.78 1.42 1.11
O -0.40 -0.26 -3.74
O -0.42 -0.07 -0.41
O 1.70 1.48 -1.91
N 0.17 -0.74 -1.22
N -2.10 1.03 1.37
N -0.23 -0.20 1.63
N 0.96 1.32 0.86
N -0.89 1.54 -1.88
N -0.61 -0.34 -0.69
N -0.63 0.58 0.46
C 0.52 -0.58 0.36
C -1.60 -1.14 -0.06
C 1.29 -0.41 -0.68
C 0.24 0.16 0.04
C -0.59 0.22 -0.31
C 0.28 -0.66 -0.03
C 1.01 -1.06 0.48
C -1.06 0.08 -0.51
C 0.36 0.55 0.59
C -0.27 0.39 0.38
C -0.22 -0.48 0.02
C -0.82 0.43 -0.41
C -0.57 1.70 -1.51
C 1.27 0.11 2.60
C 0.42 0.03 -0.33
C 0.45 0.84 0.16
C 0.70 -0.70 0.45
C 0.65 -0.19 1.17
C -1.80 -0.08 1.62
C -1.46 0.08 0.77
C 0.86 -1.19 -0.87
C 2.23 -0.58 -0.41
C 1.54 -0.34 0.86
C 0.02 -0.29 0.57
C -0.88 0.54 -0.11
C -1.42 0.02 1.89
C -0.28 0.29 0.27
C -0.14 0.88 -0.20
C -1.20 0.80 -0.55
C -0.61 -0.51 -0.57
C -0.03 -0.49 -1.23
C -1.50 -0.08 0.27
C -0.40 0.57 0.15
C 1.03 -1.59 -1.02
C -1.85 -2.24 -0.60
C -1.03 0.69 -0.52
C 0.33 0.08 -0.29
C 0.73 1.17 0.54
C 0.61 -0.49 0.67
C 0.21 -1.75 0.71
C 1.04 -0.69 -0.26
C 1.28 -2.00 1.12
C 0.54 0.37 0.23
C -0.49 0.51 -0.38
C -0.81 -0.46 0.34
C -0.30 0.58 1.16
C -0.45 -0.85 -0.44
C 0.17 0.48 0.08
C -1.36 0.33 -1.56
C -0.63 -0.17 -0.76
C -0.40 -1.40 -0.26
H -0.18 -0.27 -0.31
H -0.22 -0.41 0.26
H 0.00 0.17 -0.06
H -0.38 -0.47 0.15
H 0.18 0.01 0.23
H 0.05 -0.11 -0.53
H -0.08 0.30 -0.22
H 0.17 0.28 0.52
H 0.25 -0.16 0.68
H 0.17 -0.04 0.01
H -0.22 0.27 -0.05
H -0.31 -0.02 0.02
H -0.04 0.07 0.14
H 0.32 -0.08 0.02
H 0.01 0.23 0.24
H 0.42 -0.15 0.80
H -0.60 -0.36 0.29
H -0.23 -0.11 -0.27
H -0.02 0.22 0.09
H -0.10 -0.03 -0.02
H -0.03 -0.05 -0.18
H 0.00 0.01 0.20
H 0.07 0.02 0.21
H 0.01 -0.51 0.11
H 0.16 -0.21 -0.64
H -0.04 0.40 -0.13
H 0.02 0.47 0.12
H -0.05 -0.11 0.00
H 0.02 -0.08 -0.30
H 0.22 0.39 -0.30
H 0.12 -0.20 0.25
H 0.00 0.05 0.13
H 0.07 -0.51 0.07
H -0.02 0.08 0.24
H -0.19 0.12 -0.05
H -0.23 -0.05 -0.10
H -0.08 0.20 0.41
H -0.02 0.13 -0.04
H 0.04 0.12 0.17
H 0.12 -0.60 -0.17
H 0.32 0.13 -0.23
H 0.05 -0.17 0.37
H 0.26 -0.19 0.23
H -0.50 -0.40 -0.11
H 0.15 -0.35 0.01
H 0.03 0.02 -0.01
H 0.34 -0.12 -0.70
H 0.31 -0.04 -0.07
H 0.05 -0.02 0.19
H -0.20 0.06 -0.17
H -0.26 0.34 -0.01
H 0.45 0.12 0.18
H 0.31 -0.01 -0.31
H 0.75 -0.39 -0.07
H -0.28 0.29 0.18
H -0.11 0.07 0.15
H 0.08 -0.04 -0.23
H 0.02 -0.01 0.01
H -0.18 0.42 -0.37
H -0.14 0.27 -0.55
H 0.35 -0.40 -0.06
H 0.84 -0.16 0.78
H 0.14 -0.16 -0.11
H 1.04 0.18 0.07
H 0.15 0.05 0.00
H 0.14 0.49 0.27
H 0.38 0.14 0.52
H 0.16 -0.04 -0.21
H 0.09 0.49 -0.32
H -0.33 -0.50 0.19
H -0.22 0.42 -0.18
H -0.22 -0.02 0.07
H 0.14 0.17 0.22
H 0.11 0.17 -0.58

# 2
Entry from OMol25: a cluster of 2 separate species, C3H2Cl2O2 in total in a non-equilibrium geometry (ωB97M-V with the def2-TZVPD basis set).

The calculation puts the lowest unoccupied orbital energy at -0.558 eV. The value obtained for the strongest force on any atom is 3.486 eV/Å. For the gap between HOMO and LUMO, the calculation gives 0.3199 Ha.

Each line ends with the Mulliken charge.
Cartesian coordinates (Å):
Cl: 0.381 2.037 -0.635  -0.114
Cl: -1.655 0.412 0.776  -0.157
O: 0.395 -0.534 -2.378  -0.469
O: 1.265 0.792 1.945  -0.335
C: 0.688 -0.106 1.418  0.235
C: -0.296 0.495 -0.349  0.205
C: -0.272 -0.540 -1.365  -0.061
H: 0.288 -1.185 1.637  0.328
H: -0.794 -1.372 -1.048  0.368

Forces on the atoms, in the same order (eV/Å):
Cl -0.24 0.08 -0.22
Cl -1.08 0.33 -0.51
O -0.48 0.26 0.51
O -1.45 -2.97 -1.06
C 0.32 1.48 -1.14
C 1.60 -0.14 3.09
C 2.03 1.34 -1.26
H 0.87 1.95 0.05
H -1.57 -2.34 0.54

| no. | E_HOMO (eV) |
| --- | --- |
| 1 | -8.5 |
| 2 | -9.3 |